C4H11NO | ωB97M-V/def2-TZVPD

XYZ file:
```
17
Properties=species:S:1:pos:R:3
C -2.9506 3.9818 2.5535
C -2.6079 4.4336 3.7224
O -2.9870 3.5734 4.7107
H -3.7992 4.1050 1.8365
H -2.0597 3.3255 2.1125
H -2.3551 5.4339 4.1520
H -2.4989 3.7307 5.5368
C 2.4647 -2.2837 -1.5945
C 2.0491 -2.7474 -2.9721
N 0.8411 -3.6297 -3.2948
H 2.8162 -3.1246 -0.8584
H 1.7740 -1.5193 -1.2451
H 3.4447 -1.8246 -1.9302
H 2.9278 -3.2673 -3.2930
H 1.8354 -1.9449 -3.5627
H 1.0567 -4.6500 -3.1541
H 0.0487 -3.5924 -2.7195
```

As for the energy: -288.78952 Eh. Its SMILES is C=CO.CCN.